1.
Density functional theory data (ωB97M-V/def2-TZVPD) for one molecule with the formula C4H4N2O in a non-equilibrium geometry.

Properties
spin multiplicity: 1
SMILES string: N#CCOCC#N
orbital gap: 11.83 eV
LUMO: 0.31 eV

Element x y z (Å)
O: -0.091 -0.908 -0.663
N: -1.621 1.986 0.801
N: 2.764 -0.699 1.287
C: 1.008 -0.038 -0.554
C: -1.256 0.979 0.372
C: -1.273 -0.426 -0.052
C: 2.003 -0.474 0.445
H: 0.630 0.947 -0.195
H: -1.531 -0.987 0.855
H: 1.473 0.107 -1.536
H: -2.106 -0.488 -0.761

---

2.
Density functional theory data (ωB97M-V/def2-TZVPD) for one molecule with the formula C4H4N2O.

Properties
spin multiplicity: 1
SMILES string: O=C=C1C=NCN1
orbital gap: 8.48 eV
LUMO: 0.48 eV

Element x y z (Å)
O: 3.126 -0.125 1.072
N: -0.846 -0.001 -1.378
N: -0.412 0.341 0.929
C: -1.479 0.098 -0.075
C: 0.413 -0.043 -1.198
C: 0.797 0.062 0.211
C: 2.028 -0.003 0.681
H: -2.209 0.916 -0.084
H: -2.011 -0.845 0.124
H: -0.524 -0.260 1.737
H: 1.117 -0.141 -2.019

---

3.
Density functional theory data (ωB97M-V/def2-TZVPD) for C4H4N2O as an isolated structure.

Properties
spin multiplicity: 1
orbital gap: 8.39 eV
LUMO: -0.84 eV

Element x y z (Å)
O: 0.657 1.323 0.736
N: -0.595 1.779 0.338
N: 1.270 -0.414 -0.814
C: -0.739 -0.596 0.040
C: -1.292 0.769 -0.035
C: 0.063 -1.090 1.064
C: 0.777 -0.030 0.399
H: 0.414 -2.118 1.073
H: 1.777 0.337 -1.294
H: -0.034 -0.907 -1.105
H: -2.296 0.947 -0.402